C27H43BrN2P2Pt | wB97M-V/def2-TZVPD

The calculation puts the LUMO energy (spin up / spin down) at -12.034 / -14.993 eV. The charge is +4. The spin multiplicity is 5. Its energy relative to the best compared isomer or geometry (same formula, charge and spin) is 0.0 kcal/mol. The value obtained for the frontier orbital gap (spin up / spin down) is 7.52 / 4.95 eV.

Cartesian coordinates (Å):
N: -6.63 3.19 -2.57
C: -6.25 3.82 -1.46
C: -5.03 3.53 -0.83
C: -4.17 2.56 -1.41
C: -4.60 1.91 -2.58
C: -5.87 2.25 -3.12
C: -2.86 2.29 -0.75
Pt: -2.25 0.32 -0.56
P: 4.32 -0.25 0.91
C: -1.69 1.98 -1.57
C: -0.30 2.28 -1.09
C: 0.82 1.73 -1.75
C: 2.10 1.95 -1.25
C: 2.27 2.49 0.04
C: 1.16 3.12 0.66
C: -0.09 3.07 0.06
Br: 2.35 0.41 1.65
H: -2.72 2.87 0.16
H: -1.84 1.96 -2.66
H: -4.75 4.06 0.08
H: -4.00 1.16 -3.08
H: -6.92 4.59 -1.04
H: -6.24 1.75 -4.02
H: 0.65 1.11 -2.65
H: -0.93 3.63 0.49
H: 2.98 1.74 -1.85
H: 1.28 3.63 1.62
P: -2.22 -1.89 -0.41
C: 5.27 1.14 1.41
C: 6.65 1.47 0.97
H: 4.86 1.75 2.22
H: 3.27 2.57 0.46
H: 6.86 2.50 1.30
H: 7.41 0.84 1.45
H: 6.81 1.44 -0.12
C: 4.42 -0.62 -0.84
C: 4.44 -2.09 -1.27
H: 5.36 -0.14 -1.16
H: 3.61 -0.09 -1.36
H: 4.67 -2.13 -2.35
H: 5.20 -2.68 -0.74
H: 3.45 -2.55 -1.14
C: 4.59 -1.78 1.88
C: 5.07 -1.60 3.32
H: 5.31 -2.39 1.32
H: 3.64 -2.34 1.89
H: 5.44 -2.56 3.70
H: 5.89 -0.87 3.40
H: 4.26 -1.28 3.98
C: -1.76 -2.43 1.29
C: -1.84 -3.93 1.51
H: -2.40 -1.88 1.98
H: -0.73 -2.05 1.45
H: -2.83 -4.35 1.29
H: -1.08 -4.47 0.92
H: -1.61 -4.15 2.56
C: -0.95 -2.73 -1.44
C: -0.88 -2.20 -2.87
H: -1.14 -3.81 -1.44
H: 0.00 -2.57 -0.91
H: -1.64 -2.66 -3.52
H: -1.01 -1.11 -2.90
H: 0.11 -2.42 -3.29
C: -3.83 -2.68 -0.84
C: -4.99 -2.13 -0.02
H: -3.74 -3.77 -0.75
H: -3.99 -2.46 -1.91
H: -5.90 -2.69 -0.24
H: -4.81 -2.20 1.06
H: -5.17 -1.08 -0.26
C: -0.62 1.44 3.59
C: -1.21 1.17 2.30
N: -1.61 0.80 1.27
H: -1.08 2.32 4.06
H: 0.46 1.63 3.48
H: -0.75 0.58 4.26

C27H43BrN2P2Sn | wB97M-V/def2-TZVPD

The calculation puts the LUMO energy (spin up / spin down) at -14.594 / -14.594 eV. The charge is +4. The spin multiplicity is 1. Its energy relative to the best compared isomer or geometry (same formula, charge and spin) is 42.7 kcal/mol. The value obtained for the frontier orbital gap (spin up / spin down) is 4.29 / 4.29 eV.

Cartesian coordinates (Å):
N: -5.54 3.72 -3.55
C: -5.43 4.12 -2.29
C: -4.57 3.49 -1.36
C: -3.71 2.42 -1.74
C: -3.86 2.04 -3.11
C: -4.78 2.69 -3.95
C: -2.79 1.83 -0.79
Sn: 0.02 -0.15 -0.01
P: 2.62 -0.20 0.24
C: -1.44 1.51 -1.05
C: -0.40 2.52 -0.62
C: 0.78 2.73 -1.35
C: 1.73 3.65 -0.95
C: 1.51 4.50 0.16
C: 0.38 4.22 0.96
C: -0.60 3.33 0.53
Br: 2.90 5.59 0.74
H: -3.18 1.73 0.23
H: -1.20 0.87 -1.93
H: -4.55 3.91 -0.35
H: -3.28 1.25 -3.57
H: -6.04 5.00 -2.02
H: -4.89 2.42 -5.00
H: 0.95 2.14 -2.26
H: -1.54 3.22 1.07
H: 2.69 3.73 -1.47
H: 0.21 4.74 1.91
P: -0.98 -2.55 0.19
C: 3.72 1.35 0.47
C: 5.19 1.54 0.12
H: 3.60 1.61 1.53
H: 3.20 2.13 -0.07
H: 5.46 2.59 0.32
H: 5.89 0.98 0.75
H: 5.44 1.38 -0.93
C: 3.02 -1.13 -1.44
C: 4.22 -2.04 -1.84
H: 2.98 -0.36 -2.24
H: 2.13 -1.78 -1.61
H: 4.00 -2.46 -2.84
H: 5.18 -1.50 -1.95
H: 4.34 -2.91 -1.18
C: 3.00 -1.20 1.83
C: 4.31 -1.25 2.66
H: 2.76 -2.23 1.60
H: 2.27 -0.83 2.55
H: 4.23 -2.13 3.35
H: 5.24 -1.41 2.08
H: 4.46 -0.39 3.33
C: -1.05 -3.57 1.66
C: -1.94 -4.81 1.47
H: -1.38 -2.98 2.54
H: -0.02 -3.91 1.91
H: -2.98 -4.52 1.25
H: -1.58 -5.45 0.65
H: -1.99 -5.44 2.36
C: -0.26 -3.55 -1.17
C: -0.18 -2.85 -2.52
H: -0.81 -4.49 -1.26
H: 0.74 -3.81 -0.81
H: -1.17 -2.71 -2.97
H: 0.30 -1.87 -2.48
H: 0.40 -3.45 -3.22
C: -2.76 -2.19 -0.34
C: -3.68 -1.77 0.80
H: -3.16 -3.05 -0.88
H: -2.69 -1.38 -1.08
H: -4.60 -1.36 0.37
H: -3.95 -2.62 1.44
H: -3.23 -0.98 1.42
C: -0.70 0.48 4.76
C: -0.37 0.19 3.39
N: -0.18 0.00 2.25
H: -1.74 0.84 4.80
H: -0.03 1.25 5.15
H: -0.60 -0.43 5.38

| no. | calculated total energy (Eh) |
| --- | --- |
| 1 | -4538.4966 |
| 2 | -4633.4849 |